No. 1
C19H28AlF2O3 | ωB97M-V/def2-TZVPD

- HOMO energy: -5.030 eV
- Gap between HOMO and LUMO: 0.27267 Ha
- LUMO: 2.39 eV

```
! wB97M-V def2-TZVPD RIJCOSX def2/J DEFGRID3
* xyz -1 1
C 3.11 1.60 1.70
C 1.65 1.17 1.52
C 1.49 -0.29 1.12
C 0.15 -0.87 1.56
O -0.90 -0.14 1.01
Al -2.54 -0.58 1.52
O -3.69 0.41 0.61
C -4.48 1.40 1.18
C -5.95 1.23 0.78
C -6.73 2.52 0.74
O -6.63 0.35 1.68
H 3.60 1.74 0.73
H 3.68 0.84 2.25
H 3.19 2.54 2.25
H 1.18 1.80 0.77
H 1.09 1.34 2.45
H 2.30 -0.90 1.55
H 1.56 -0.39 0.03
H 0.12 -0.84 2.67
H 0.10 -1.94 1.28
H -2.70 -0.28 3.12
H -2.77 -2.16 1.21
H -4.14 2.41 0.88
H -4.45 1.38 2.28
H -5.94 0.76 -0.22
H -6.31 3.19 -0.02
H -6.67 3.02 1.71
H -7.77 2.33 0.52
H -6.01 -0.36 1.89
F -2.13 1.53 -5.43
C -2.40 0.46 -4.62
C -2.33 -0.80 -5.17
C -2.61 -1.88 -4.35
C -2.94 -1.69 -3.01
C -3.01 -0.40 -2.49
C -2.73 0.69 -3.30
H -2.07 -0.92 -6.21
H -2.55 -2.89 -4.75
H -3.15 -2.53 -2.37
H -3.27 -0.24 -1.45
H -2.76 1.70 -2.92
F 4.57 -1.29 0.12
C 5.89 -1.24 0.36
C 6.76 -1.20 -0.71
C 8.12 -1.15 -0.44
C 8.59 -1.15 0.86
C 7.69 -1.19 1.92
C 6.32 -1.24 1.68
H 6.37 -1.20 -1.71
H 8.82 -1.11 -1.27
H 9.65 -1.11 1.06
H 8.04 -1.19 2.94
H 5.60 -1.27 2.48
*
```

No. 2
CH2N2O2S | ωB97M-V/def2-TZVPD

- HOMO energy (spin up / spin down): -5.990 / -10.493 eV
- Gap between HOMO and LUMO (spin up / spin down): 0.23637 / 0.28225 Ha
- LUMO (spin up / spin down): 0.44 / -2.81 eV
- Energy above the lowest of the compared OMol25 structures with the same formula, charge and spin: 75.77 kcal/mol

```
! wB97M-V def2-TZVPD RIJCOSX def2/J DEFGRID3
* xyz 0 3
C 1.03 -0.37 0.22
N -0.06 -1.24 0.45
N 0.70 0.63 -0.58
O -2.43 -0.32 0.89
O -0.61 0.82 -0.86
S -1.52 -0.68 -0.15
H 1.88 -0.43 0.73
H 1.02 1.59 -0.69
*
```

No. 3
C4H9N | ωB97M-V/def2-TZVPD

- HOMO energy: -7.690 eV
- Gap between HOMO and LUMO: 0.32336 Ha
- LUMO: 1.11 eV
- Energy above the lowest of the compared OMol25 structures with the same formula, charge and spin: 71.27 kcal/mol
- SMILES string: C[C@H]1CN1C

```
! wB97M-V def2-TZVPD RIJCOSX def2/J DEFGRID3
* xyz 0 1
C 0.46 -0.59 -1.67
C 0.88 -0.11 -0.33
C 0.31 1.24 0.21
N 0.02 -0.01 0.73
C -1.08 -0.37 1.46
H 1.19 -0.21 -2.38
H 0.44 -1.68 -1.70
H -0.53 -0.19 -1.91
H 1.82 -0.51 0.05
H -0.67 1.65 -0.25
H 0.92 1.92 0.85
H -0.82 -0.08 2.48
H -1.83 0.52 1.07
H -1.19 -1.50 1.39
*
```